Record 1
Formula: C3H4O3
Source: the Open Molecules 2025 dataset
Level of theory: ωB97M-V/def2-TZVPD

For the molar mass, the calculation gives 88.06 g mol⁻¹. The spin multiplicity is 1. The HOMO-LUMO gap is 9.8 eV. Its SMILES is O=CC(=O)CO. For the strongest force on any atom, the calculation gives 1.259 eV/Å. The energy is -9316.740 eV. As for the LUMO energy: -0.73 eV.

Each line ends with the Mulliken charge.
Cartesian coordinates (Å):
O 2.03890 0.62553 0.01248  -0.514
C 1.07544 -0.35145 0.27987  -0.265
C -0.30621 0.16985 -0.10334  0.622
O -0.34899 1.30434 -0.54764  -0.553
C -1.79631 -0.37306 -0.08990  -0.019
O -2.32178 -1.40358 0.22864  -0.434
H 1.58991 1.40862 -0.35095  0.379
H 1.31556 -1.26292 -0.28753  0.241
H 1.10818 -0.61058 1.34904  0.240
H -2.35471 0.49325 -0.49067  0.304

Forces on atoms 1 to 2 (eV/Å):
O 0.1 0.1 0.0
C -0.2 -0.3 0.1

***

Record 2
Formula: C4H8OS2
Source: the Open Molecules 2025 dataset
Level of theory: ωB97M-V/def2-TZVPD

For the molar mass, the calculation gives 136.24 g mol⁻¹. The spin multiplicity is 1. The HOMO-LUMO gap is 9.1 eV. For the strongest force on any atom, the calculation gives 5.798 eV/Å. The energy is -27989.792 eV. As for the LUMO energy: 0.08 eV.

Each line ends with the Mulliken charge.
Cartesian coordinates (Å):
C -0.88585 0.78285 -0.22684  -0.127
C 0.50904 1.28523 0.34341  -0.733
C 0.67856 -0.35613 0.71417  -0.159
C -0.24387 -0.61821 -0.55956  -0.260
H -2.22155 0.58649 -2.08125  0.182
H -1.53648 0.86994 0.66483  0.195
H 1.50752 1.36609 -0.45776  0.331
H 0.52659 1.78076 1.42805  0.301
H 0.15327 -0.42996 1.76961  0.328
H 2.95859 -2.17335 1.03630  0.126
H 0.14541 -0.55864 -1.46732  0.495
H -1.03950 -2.14488 0.17149  0.357
O -1.02532 -1.77830 -0.78053  -0.536
S -1.96222 2.03278 -1.17356  -0.248
S 2.43582 -0.64468 0.61895  -0.250

Forces on atoms 1 to 2 (eV/Å):
C 0.2 2.6 1.8
C 2.2 -2.8 0.7

***

Record 3
Formula: C6H26ClN12O11
Source: the Open Molecules 2025 dataset
Level of theory: ωB97M-V/def2-TZVPD

For the molar mass, the calculation gives 477.80 g mol⁻¹. As for the total charge: -1. The spin multiplicity is 1. The HOMO-LUMO gap is 9.7 eV. For the strongest force on any atom, the calculation gives 8.904 eV/Å. The energy is -59568.440 eV. As for the LUMO energy: 2.18 eV.

Each line ends with the Mulliken charge.
Cartesian coordinates (Å):
Cl -0.54515 0.27818 -1.34579  1.707
O -1.92331 0.43698 -1.46323  -0.818
O -0.07788 1.25333 -0.47099  -0.526
O -0.42578 -1.04416 -0.86975  -0.581
O -0.00727 0.42330 -2.61646  -0.718
C 3.87098 -1.99567 -2.76312  0.717
O 4.31964 -1.93654 -3.83618  -0.648
N 4.42536 -2.65234 -1.76690  -0.403
N 2.81303 -1.41075 -2.38729  -0.160
H 5.15703 -3.29119 -2.04372  0.208
H 3.93681 -2.69538 -0.88397  0.170
H 2.18073 -1.05923 -3.09209  0.070
H 2.60851 -1.48129 -1.40073  0.036
C 0.86468 -3.53847 2.35705  0.588
O 1.99229 -3.32710 2.50343  -0.587
N 0.00474 -2.85871 1.57427  -0.092
N 0.22586 -4.53417 2.92596  -0.393
H -0.99442 -2.98497 1.65075  0.172
H 0.40288 -2.12628 1.00407  -0.012
H 0.60241 -4.97327 3.75391  0.222
H -0.75578 -4.70177 2.75746  0.142
C -3.43497 -3.18053 0.41470  0.589
O -4.38408 -3.90494 0.75729  -0.719
N -2.67334 -3.47323 -0.64549  -0.314
N -2.93266 -2.07887 0.95450  -0.318
H -1.95718 -2.80244 -0.88477  0.214
H -2.68851 -4.44991 -0.90233  0.199
H -2.31342 -1.46212 0.44829  0.149
H -3.65191 -1.78377 1.59924  0.171
C -2.33552 4.35371 0.54070  0.506
O -2.93683 5.23659 1.17741  -0.724
N -2.76602 3.17569 0.24184  -0.204
N -1.18966 4.48919 -0.07121  -0.359
H -2.23961 2.67043 -0.45652  0.088
H -3.62416 2.80538 0.62469  0.170
H -0.59241 5.27672 0.13660  0.151
H -0.75892 3.64260 -0.41452  0.321
C 0.30967 0.72870 3.71319  0.706
O 0.91899 -0.32241 3.84363  -0.680
N 0.48580 1.53706 2.71961  -0.253
N -0.53632 1.14479 4.57352  -0.408
H -0.00396 2.42026 2.73365  0.097
H 1.06824 1.23180 1.95301  0.093
H -1.08246 1.96763 4.36195  0.150
H -0.89448 0.50347 5.26673  0.243
C 2.56206 3.85289 -1.57649  0.520
O 3.46333 4.67435 -1.62481  -0.747
N 2.58941 2.64738 -2.04609  -0.270
N 1.48882 4.04172 -0.98242  -0.082
H 3.44466 2.24745 -2.40485  0.159
H 1.78245 2.04523 -2.12569  0.128
H 0.77959 3.32796 -1.06974  0.243
H 1.37261 4.82491 -0.35535  0.107
O -1.86329 -0.38105 -5.06785  -0.666
H -1.32685 -0.28983 -4.28036  0.341
H -2.75467 -0.49710 -4.73891  0.305

Forces on atoms 1 to 2 (eV/Å):
Cl -3.2 -1.5 -0.4
O -4.2 1.3 -0.3

***

Q: Among the records above, which one has the highest LUMO?
A: C6H26ClN12O11

***

Q: Which formula does entry 3 have?
A: C6H26ClN12O11

***

Q: Which of these has the highest energy?
A: C3H4O3